74
Properties=species:S:1:pos:R:3:forces:R:3:mulliken_charge:R:1 method="wB97M-V/def2-TZVPD" relative_energy_ev=0.000 e_tot_ha=-1796.246964 gap_ev=8.78 lumo_ev=0.508 charge=0
Li -1.661470 -0.899412 -1.738131 -0.4020 0.1626 0.1513 0.203
Cl -3.781647 -1.703390 -1.418084 0.4374 0.1651 -0.0520 -0.703
C -3.055015 1.110015 1.551311 -0.5013 0.5818 0.4448 -0.883
O -1.795005 1.696876 1.824764 0.5660 -0.4875 -0.5173 0.002
C -1.734797 2.637244 2.849803 -0.1003 0.7124 0.9835 -0.995
C -0.290863 2.947028 3.195746 0.1727 -0.7434 -0.4261 -0.438
N 0.385225 1.777744 3.717347 -0.2178 -0.0251 0.9887 -0.340
C 1.828857 1.798536 3.661255 -0.0992 -0.0309 -0.3959 -0.356
C 2.488208 2.873940 4.495765 -0.1409 0.3712 -0.0187 -0.653
O 3.884737 2.681435 4.441217 -0.0533 0.0934 -0.0945 -0.316
C 4.573161 3.654768 5.199940 -0.2129 -0.4319 0.1526 -0.730
H -3.024056 0.538854 0.619525 0.1798 0.0579 0.1535 0.171
H -3.792614 1.917472 1.463828 -0.1489 -0.1661 -0.1480 0.348
H -3.372509 0.459478 2.373420 0.0795 -0.0601 -0.0604 0.323
H -2.244836 2.308800 3.766434 0.0225 -0.3854 -0.0895 0.399
H -2.212186 3.600221 2.617183 -0.1573 -0.1504 -0.5109 0.409
H -0.295876 3.743378 3.942587 0.1004 0.1272 -0.1142 0.366
H 0.239595 3.276444 2.285858 -0.1577 0.3819 -0.0177 0.333
H 0.037496 0.917985 3.319424 -0.1042 0.0285 -0.1960 0.176
H 2.143129 2.011007 2.622914 0.3251 -0.3663 0.0377 0.122
H 2.180217 0.821487 3.994293 0.1702 0.0256 -0.2018 0.427
H 2.146166 2.899758 5.537741 -0.1304 -0.2291 0.0036 0.380
H 2.237331 3.845881 4.045318 0.0429 0.1226 0.1617 0.323
H 4.228510 4.665184 4.959326 0.1656 0.0498 -0.1241 0.301
H 5.631458 3.523537 4.990130 0.0247 0.1900 -0.0127 0.244
H 4.397796 3.483831 6.269526 0.0504 0.0790 0.0160 0.295
C 2.663188 0.226691 -5.161316 0.1798 0.3181 -0.3687 -0.785
O 1.559415 -0.570394 -4.820695 -0.0601 0.1523 0.2678 -0.349
C 0.358968 0.195642 -4.722363 0.3455 -0.2838 -0.3451 -0.501
C -0.755738 -0.798232 -4.566336 -0.6584 -1.2333 -0.7618 -1.027
N -0.585791 -1.645552 -3.377422 -0.0246 -0.0436 0.3877 0.361
C -1.146753 -2.999657 -3.539778 0.0209 -0.2762 0.1422 -1.169
C -0.776969 -3.875766 -2.356230 -0.1924 -0.2247 -0.7143 -0.073
O 0.633126 -3.956640 -2.232825 -0.3135 0.1985 0.4426 -0.351
C 0.989406 -4.871403 -1.220696 0.3340 -0.1074 0.0033 -0.758
H 3.554083 -0.394378 -5.228559 -0.0805 -0.1126 0.2120 0.260
H 2.828216 1.040547 -4.445565 0.0165 -0.1037 0.1253 0.307
H 2.530806 0.692275 -6.148463 -0.1205 -0.0258 0.0362 0.289
H 0.254924 0.758904 -5.655438 -0.2789 0.1019 0.0355 0.579
H 0.417171 0.906846 -3.892243 -0.0137 -0.0195 0.0831 0.171
H -0.756486 -1.488319 -5.426384 0.4481 0.2595 -0.2279 0.561
H -1.761010 -0.381384 -4.664475 0.1083 0.4273 0.6777 0.337
H 0.411480 -1.854099 -3.343316 0.0496 0.3904 0.2484 0.164
H -0.752398 -3.426352 -4.468997 -0.0658 -0.1964 -0.0179 0.534
H -2.236757 -3.036013 -3.562994 -0.0496 0.5105 -0.1629 0.366
H -1.167140 -4.882783 -2.549845 -0.0804 -0.0211 -0.0148 0.525
H -1.298781 -3.519284 -1.459836 0.3360 0.1479 0.1837 -0.012
H 0.646618 -5.882637 -1.462015 0.0140 -0.0302 -0.0790 0.372
H 0.580241 -4.614519 -0.238061 -0.1047 0.1391 -0.1213 0.246
H 2.075675 -4.865034 -1.149989 0.0118 -0.0673 -0.0113 0.236
C -2.878391 1.954772 -2.135456 0.0531 0.9991 0.1255 -0.886
O -1.683017 1.207395 -2.009202 -0.4564 -0.3895 0.0328 -0.054
C -0.720046 1.800994 -1.168657 0.7413 0.2161 0.0836 -0.463
C 0.299272 0.702079 -0.798158 -0.6921 1.4595 0.2265 -0.549
N -0.398587 -0.395838 -0.132464 0.7750 -0.3862 0.1688 0.880
C 0.559509 -1.452570 0.250439 0.3251 0.5267 0.1771 -0.727
C -0.045362 -2.414175 1.213436 -1.1465 -0.9956 0.6748 -1.006
O -0.372400 -1.779775 2.435353 0.4803 1.0895 -0.0532 -0.197
C -0.956034 -2.593597 3.419431 -0.0317 0.1176 0.0952 -0.872
H -3.717237 1.367822 -2.495984 0.3081 -0.4295 -0.1006 0.263
H -2.695571 2.805762 -2.800935 -0.1061 -0.0459 -0.1486 0.290
H -3.171332 2.388277 -1.173600 0.0294 -0.1773 0.1094 0.256
H -1.143380 2.283279 -0.280140 -0.3989 -0.7636 0.1751 0.225
H -0.239699 2.686897 -1.617231 0.2413 -0.4473 -0.6160 0.420
H 1.020529 1.218439 -0.148410 0.2351 -0.3305 0.0368 0.254
H 0.819151 0.346308 -1.687424 -0.0231 -0.1197 -0.0157 0.284
H -0.744173 -0.035456 0.756773 -0.2947 0.0771 -0.1891 -0.437
H 1.436332 -1.009938 0.751403 0.0225 0.0042 -0.1601 0.348
H 0.913544 -2.000397 -0.625848 -0.0982 0.0757 -0.0857 0.436
H 0.626833 -3.257018 1.409532 0.1839 0.0647 -0.0287 0.507
H -0.985346 -2.832518 0.827187 0.0759 -0.0668 -0.3230 0.418
H -1.944978 -2.947477 3.111000 0.1375 -0.3185 -0.1214 0.342
H -1.112721 -1.985165 4.311719 0.1288 0.1048 -0.1132 0.251
H -0.273400 -3.404664 3.692641 -0.2218 -0.2374 -0.0842 0.327


79
Properties=species:S:1:pos:R:3:forces:R:3:mulliken_spin:R:1 method="wB97M-V/def2-TZVPD" e_tot_ha=-3973.069720 spin_multiplicity=2 gap_ev="8.89 / 5.37" s_squared=0.770 lumo_ev="-2.570 / -6.083" charge=+1
Cu 0.140658 -0.113028 -0.452905 0.1059 -0.2735 0.5304 0.358
O 0.877108 -1.966858 0.684635 -0.5484 1.1878 -0.8575 0.671
H 1.612618 -2.562468 0.442135 -0.2499 0.4039 -0.1074 -0.029
C 4.066918 1.191812 -2.101465 3.9366 0.5960 -0.8339 -0.001
O 4.885998 1.973892 -2.646735 -2.9734 -1.0822 0.9197 0.000
N 4.587238 0.127152 -1.411805 0.2377 -0.4599 -0.1870 0.000
C 3.828538 -0.741758 -0.554875 0.1662 0.1667 0.2366 0.044
C 6.034068 -0.055798 -1.211735 0.4858 0.7274 0.1064 0.000
H 2.967038 1.208612 -2.148335 0.1216 0.2621 -0.0154 0.001
H 4.177458 -0.512848 0.452075 -0.5001 -0.2850 0.3897 0.003
H 4.058918 -1.790048 -0.744905 -0.0087 -0.0984 -0.1604 0.000
H 2.751388 -0.596098 -0.636345 0.0183 0.2172 -0.0024 -0.031
H 6.645238 0.599972 -1.831835 -0.4935 -0.0945 -0.2499 0.000
H 6.340648 0.182282 -0.193195 -0.4003 0.3455 0.3808 0.000
H 6.412828 -1.073828 -1.302595 -0.6611 -0.2575 -0.5693 0.000
C -0.775562 -0.360738 -3.590325 0.4277 -1.6147 -0.0076 -0.002
O -0.087912 0.189012 -2.730765 0.0593 0.8786 1.2003 0.009
N -0.531762 -1.619518 -3.965095 0.1484 -0.8145 0.5895 0.001
C -1.432352 -2.308298 -4.902945 0.3843 0.5873 -0.2355 0.000
C 0.680498 -2.384498 -3.521505 -0.5497 -0.0204 -0.9475 0.006
H -1.626352 0.064122 -4.145155 0.1556 0.4213 0.4341 0.001
H -1.628312 -3.340848 -4.613905 0.4189 0.0051 -0.0079 0.000
H -0.963842 -2.211748 -5.882375 -0.2772 -0.5753 -0.1971 0.000
H -2.414362 -1.836908 -4.942205 0.1602 0.2747 0.1085 0.000
H 0.412898 -3.416348 -3.293975 -0.3259 0.1430 0.3589 0.000
H 1.337068 -2.493458 -4.384735 0.1351 0.2745 -0.0913 0.000
H 1.266098 -1.947908 -2.712465 -0.5271 0.2567 -0.0731 -0.008
C -1.958182 2.749782 2.286825 -0.0585 0.0317 -0.1777 0.000
C -0.601122 2.728212 2.931075 -0.1026 1.3845 0.5927 0.000
O 0.318338 3.578962 2.205355 2.1340 -0.9406 -1.3597 0.000
P 1.530638 2.875882 1.385065 0.4148 1.8075 -0.0340 -0.004
O 1.077608 1.775212 0.479525 -0.1862 -0.4007 -0.0582 -0.010
O 2.293118 4.124902 0.626555 -1.6326 -1.4987 1.0578 0.001
C 1.598928 4.930822 -0.396005 -0.7818 -1.0684 -0.7995 0.000
C 1.696738 4.226302 -1.768525 1.1791 0.9566 -0.0281 0.000
O 2.590018 2.397392 2.493695 -0.9640 0.0980 -1.0895 0.000
C 3.930388 1.982072 2.138535 1.5284 0.9145 -0.2197 0.000
C 4.891878 2.702822 3.103295 -0.7243 -0.3995 -0.5003 0.000
H -2.461272 3.701902 2.118065 0.7972 0.5815 0.3154 0.000
H -1.857432 2.342702 1.280725 -0.5993 -0.7807 0.2236 0.000
H -2.625832 2.299462 3.021365 -0.2349 -0.8857 -0.5884 0.000
H -0.651242 3.218102 3.903495 0.0339 -0.2840 0.1733 0.000
H -0.169472 1.735652 3.059995 -0.2294 -0.1146 -0.1303 0.000
H 0.540488 5.072372 -0.177425 -0.0204 -0.2318 0.6004 0.000
H 2.024888 5.933282 -0.354325 0.4269 -0.3565 -0.1589 0.000
H 2.757918 4.082462 -1.971765 0.1157 -0.4370 0.0355 0.000
H 1.163208 3.286902 -1.913345 -0.0867 0.0920 0.5537 0.000
H 1.415778 4.888212 -2.587685 -0.4175 0.2338 0.1977 0.000
H 4.132948 0.911832 2.179105 -0.8942 -0.1850 0.5532 0.000
H 4.178288 2.221962 1.104565 -0.3320 0.4254 -0.1535 0.000
H 4.886288 3.785952 2.981315 -0.2758 -0.0662 -0.0364 0.000
H 4.518248 2.432832 4.091025 0.5148 0.1808 0.2210 0.000
H 5.916608 2.376042 2.926505 -0.0633 -0.2243 0.2229 0.000
C -6.548332 -0.868788 2.063415 -0.9643 -0.6488 -0.1522 0.000
C -6.090042 -1.331228 0.672265 -0.4611 -0.6182 1.5605 0.000
O -4.912032 -0.582928 0.336115 3.1129 -0.3974 -0.9882 0.000
P -3.345692 -1.134528 0.305245 -3.0970 -0.8110 -0.6339 0.004
O -2.292872 -0.128968 -0.024675 -0.2694 -0.7442 0.1895 0.000
O -3.204822 -1.856458 1.719785 -0.0270 0.5004 -2.1364 -0.001
C -2.131212 -1.511998 2.558925 -0.0462 -0.2998 2.7051 -0.009
C -2.410882 -2.365068 3.799365 0.3461 -0.4806 0.2107 0.000
O -3.473072 -2.393978 -0.728805 0.2549 2.0278 0.9520 0.001
C -2.257722 -3.048478 -1.104495 -0.5919 -2.1981 -0.3161 -0.004
C -2.652422 -4.537208 -1.301375 0.0934 0.1540 0.0608 0.000
H -6.808632 0.186732 2.142385 0.5359 0.0424 -0.0902 0.000
H -7.472772 -1.379388 2.333205 -0.3408 -0.1451 -0.3794 0.000
H -5.908492 -1.234878 2.866335 0.5796 0.5105 -0.2349 0.000
H -5.970292 -2.413188 0.728105 0.9134 -0.0902 0.0353 0.000
H -6.861942 -1.286568 -0.096025 0.2274 1.0129 -0.1591 0.000
H -1.126772 -1.790898 2.240495 -0.2074 0.0330 -0.8212 0.001
H -2.169452 -0.445508 2.780835 0.1433 0.0608 -0.0448 0.001
H -1.496372 -2.499868 4.376945 -0.1027 0.1177 0.1954 0.000
H -3.235822 -2.091228 4.457095 0.1399 0.6785 -0.1445 0.000
H -2.716202 -3.353838 3.457015 0.2891 -0.1458 -0.1865 0.000
H -1.865882 -2.652158 -2.041245 -0.0149 0.3580 0.1705 0.000
H -1.512612 -3.034968 -0.309045 0.1332 0.4214 -0.0143 -0.002
H -2.863302 -4.997608 -0.336145 0.1494 0.0343 0.0476 0.000
H -3.553142 -4.694578 -1.894715 -0.0521 0.5065 -0.1072 0.000
H -1.879712 -5.118308 -1.804705 0.2688 0.1166 0.1567 0.000


73
Properties=species:S:1:pos:R:3:forces:R:3:mulliken_charge:R:1 method="wB97M-V/def2-TZVPD" relative_energy_ev=2.331 e_tot_ha=-1626.074303 gap_ev=5.80 lumo_ev=2.323 charge=-1
I 0.352630 51.603945 -1.885225 -0.0124 0.0319 0.0144 -0.998
C -0.361778 60.328926 -1.198467 0.8103 0.3566 0.2334 -0.783
O 0.350502 59.641067 -0.182429 -1.0017 -0.1622 0.2214 -0.267
C 1.290293 58.705457 -0.625565 1.3987 0.0804 0.4548 -0.399
C 2.351181 58.408756 0.473812 -0.6607 0.3541 -0.3330 -1.036
N 2.027129 57.390589 1.458754 -0.4180 0.3587 0.0706 -0.373
C 0.725323 57.643199 2.097510 0.0889 0.4330 -0.5834 -0.271
C 0.481475 56.760556 3.254199 1.2370 -0.4529 0.7717 -0.676
O 1.345977 57.172313 4.349406 -0.6955 -1.6489 -0.0932 -0.317
C 0.768857 58.029348 5.318999 0.0812 -0.0796 -2.0185 -0.629
H -1.134702 60.920662 -0.708018 0.1535 0.0478 -0.0259 0.227
H -0.830863 59.756917 -1.999009 0.0185 -0.6903 0.2387 0.319
H 0.385150 60.962395 -1.676913 -0.2104 0.5020 -0.3094 0.304
H 1.934720 59.128903 -1.395962 -0.3563 0.2433 -0.7143 0.445
H 0.824128 57.791579 -0.993843 -0.0927 -0.1490 -0.0936 0.345
H 2.578158 59.353396 0.968005 -0.3745 0.1588 0.3243 0.369
H 3.289339 58.238829 -0.054470 0.0252 -0.8252 0.1003 0.463
H 1.873114 56.515573 0.978411 0.4664 -0.3224 -0.1914 0.311
H -0.100124 57.458215 1.410101 -0.2076 0.3228 -0.3723 0.306
H 0.650184 58.669058 2.458143 0.1240 0.2160 -0.3148 0.183
H 0.759363 55.739649 2.992225 0.2703 -0.1270 0.1515 0.314
H -0.594660 56.693894 3.414159 -0.1184 0.4190 0.9136 0.415
H 0.625631 58.935363 4.730172 -0.1739 0.8912 0.8384 0.263
H 1.516299 58.126192 6.106441 -0.4441 0.1514 0.1156 0.205
H -0.221385 57.675635 5.606071 0.0733 -0.1167 0.6048 0.282
C -7.483606 50.131477 -5.434845 0.5463 0.9014 -1.1804 -0.742
O -7.665944 51.455479 -4.963585 0.2997 -0.0276 0.6935 -0.289
C -6.459383 52.195540 -4.837172 -0.1882 1.0442 0.6799 -0.691
C -6.778851 53.552638 -4.122795 1.2514 -1.3810 -0.0804 -0.441
N -5.572545 54.403042 -4.142411 -0.9404 0.4039 -0.7119 -0.392
C -5.742849 55.559397 -3.269392 -0.1678 0.6711 -0.6902 -0.652
C -6.755795 56.630679 -3.845732 1.1705 -1.1140 -0.0455 -0.407
O -6.593136 57.773435 -3.081749 -0.4178 1.5645 1.2127 -0.309
C -7.260041 58.948791 -3.567329 0.4101 -0.9017 0.0965 -0.751
H -8.432634 49.595336 -5.437635 0.1592 0.0756 0.3818 0.236
H -6.650226 49.597136 -4.978703 -0.2572 -0.1082 0.6664 0.311
H -7.161613 50.249299 -6.469514 -0.0747 -0.3763 -0.4825 0.317
H -5.941895 52.403864 -5.773608 -0.4438 0.0572 -0.5905 0.399
H -5.687163 51.683130 -4.263410 -0.1651 -0.4680 0.4193 0.345
H -6.931894 53.365265 -3.059980 -0.9002 -0.3668 0.1175 0.303
H -7.674406 53.961739 -4.590458 0.2497 0.3961 0.0356 0.266
H -4.813914 53.839878 -3.785454 0.2148 0.0078 0.0026 0.287
H -4.770804 56.020086 -3.093372 -0.0135 0.2261 -0.3745 0.417
H -6.056519 55.253696 -2.271268 -0.5274 0.0387 0.2723 0.326
H -7.760021 56.207991 -3.814798 -0.3914 0.1469 0.2169 0.277
H -6.566315 56.913629 -4.881169 0.3630 -0.5427 -0.3926 0.331
H -6.688333 59.377096 -4.390623 -0.0875 -0.0458 -0.3250 0.298
H -7.308756 59.714280 -2.792901 0.0793 -0.3322 0.2305 0.253
H -8.271730 58.690938 -3.880560 -0.1286 0.1281 -0.1407 0.305
C 8.151806 50.862460 6.097382 -1.2956 0.1765 0.3711 -0.720
O 6.989062 51.255585 5.359856 -0.1411 0.0374 -0.4598 -0.303
C 6.208886 50.187808 4.783226 0.6916 -0.1328 -0.7394 -0.661
C 5.216793 50.651684 3.673393 0.5572 0.2743 0.5813 -0.715
N 5.773048 51.488145 2.614310 0.5147 1.2839 0.5729 -0.382
C 7.012519 51.007739 1.980476 -1.7440 -0.2591 0.0516 -0.409
C 7.590958 51.938103 0.963008 0.6558 1.6317 0.4878 -0.743
O 8.026283 53.136581 1.643617 0.7808 -0.1159 0.5356 -0.293
C 9.113982 53.737027 0.953078 -0.6409 -0.5762 -0.7554 -0.745
H 8.536454 51.691602 6.691256 -0.2239 0.5285 -0.4940 0.258
H 8.976007 50.505308 5.479947 -0.1861 -0.4294 -0.1150 0.264
H 7.808371 50.191435 6.884703 0.4107 -0.8070 -0.1464 0.315
H 5.710399 49.591532 5.547467 -0.4648 0.3307 0.3079 0.459
H 6.868560 49.446981 4.331453 0.4867 0.0187 -0.2172 0.386
H 4.389280 51.181419 4.145325 0.0536 0.2617 -0.0266 0.318
H 4.754856 49.828851 3.127812 0.0598 -1.0459 0.7924 0.431
H 5.044851 51.449620 1.915494 0.0798 0.5229 -0.3324 0.277
H 6.626521 50.132067 1.458641 1.1764 -0.9158 -0.2587 0.392
H 7.790168 50.827428 2.722662 -0.2241 -0.2913 0.0180 0.191
H 6.939727 52.257068 0.149215 -0.4049 -0.3019 -0.0428 0.422
H 8.480115 51.487480 0.522061 0.0058 -0.3752 -0.1442 0.400
H 9.881398 52.995952 0.729509 0.0915 -0.2917 -0.2135 0.299
H 9.671945 54.538787 1.436772 -0.8237 0.1089 0.6265 0.261
H 8.667181 54.090255 0.023720 0.5636 0.3768 -0.4147 0.297